(1)
91
Properties=species:S:1:pos:R:3:forces:R:3 method="wB97M-V/def2-TZVPD" lumo_ev="3.90 / 3.90" total_charge=-2 relative_energy_kcal_mol=0.0 spin_multiplicity=6 s2=8.77 homo_lumo_gap_ev="6.51 / 6.31" e_tot_ha=-8843.34143
Fe 0.228 1.255 0.842 -0.43 0.41 0.11
C -6.606 0.732 -1.753 -0.01 0.00 0.00
C -5.511 0.122 -0.920 -0.01 -0.02 -0.03
C -4.200 0.119 -1.382 0.05 0.10 0.04
C -3.167 -0.337 -0.583 0.04 0.08 -0.08
C -3.444 -0.824 0.684 -0.02 0.04 0.02
C -4.748 -0.852 1.157 0.02 0.04 0.01
C -5.774 -0.380 0.351 -0.02 -0.01 0.02
S -2.105 -1.316 1.731 0.03 0.27 0.35
O -1.297 -2.240 0.976 -0.15 0.26 0.27
O -2.720 -1.792 2.954 0.08 -0.12 -0.01
N -1.227 -0.001 1.991 -0.13 -0.16 -0.23
C -1.525 0.955 2.929 -0.07 -0.05 -0.08
C -2.498 0.982 3.944 0.06 -0.04 -0.01
C -2.564 2.105 4.739 0.00 0.06 0.03
C -1.689 3.177 4.549 -0.02 -0.10 0.02
C -0.774 3.070 3.522 0.05 0.00 0.02
N -0.709 2.002 2.745 -0.15 -0.06 0.06
H -6.365 0.680 -2.815 -0.01 -0.01 0.01
H -6.721 1.788 -1.500 0.00 -0.01 -0.01
H -7.562 0.229 -1.587 0.01 0.03 0.01
H -3.969 0.557 -2.345 0.02 0.01 -0.03
H -2.144 -0.264 -0.927 0.06 0.02 0.00
H -4.940 -1.228 2.152 0.00 0.00 -0.01
H -6.793 -0.377 0.725 0.01 -0.01 0.00
H -3.159 0.142 4.084 0.01 -0.01 0.00
H -3.313 2.151 5.521 0.01 0.01 0.00
H -1.729 4.065 5.164 -0.02 0.00 0.00
H -0.069 3.863 3.296 -0.03 0.01 -0.03
Cl 6.775 4.630 2.257 -0.06 -0.04 0.00
C 5.281 3.709 2.240 0.03 -0.02 0.03
C 5.201 2.528 3.001 0.06 0.03 0.00
C 4.051 1.798 3.015 -0.09 -0.04 0.03
Cl 3.977 0.324 3.933 -0.01 0.07 -0.03
C 2.867 2.182 2.278 0.07 0.13 0.06
O 1.801 1.530 2.353 0.13 -0.36 -0.26
C 3.020 3.375 1.501 0.01 -0.02 -0.13
C 1.971 3.808 0.625 0.01 0.06 0.12
O 0.890 3.264 0.421 0.21 -0.15 -0.13
C 4.213 4.117 1.498 0.02 0.04 0.00
H 6.058 2.192 3.570 0.00 0.00 0.00
H 2.175 4.744 0.073 -0.01 0.00 0.01
H 4.275 5.016 0.894 0.00 -0.01 0.00
C -0.459 1.213 -4.101 -0.14 -0.03 0.03
As 0.510 1.832 -2.560 0.24 -0.27 -0.19
C 2.229 1.051 -3.006 0.03 -0.02 0.04
C 0.960 3.694 -2.677 -0.11 0.04 0.16
O 0.030 1.089 -1.152 -0.06 0.08 0.05
H 0.114 1.481 -4.988 0.02 -0.01 -0.01
H -1.455 1.638 -4.127 0.01 0.02 0.03
H -0.502 0.128 -4.015 0.00 -0.06 -0.03
H 2.542 1.431 -3.982 0.02 -0.01 -0.01
H 2.135 -0.035 -3.045 -0.01 0.02 0.00
H 2.959 1.301 -2.239 -0.03 -0.01 0.00
H 0.811 3.975 -3.720 0.00 0.04 0.00
H 2.012 3.785 -2.409 0.02 0.03 -0.01
H 0.317 4.295 -2.036 -0.04 -0.01 -0.02
Cl 1.430 -5.843 1.454 0.04 0.00 -0.01
C 0.066 -5.425 0.463 -0.06 0.16 0.02
C -1.010 -6.295 0.415 -0.07 -0.06 0.03
C -2.126 -5.962 -0.335 0.06 0.00 0.04
C -2.143 -4.786 -1.067 0.06 0.04 -0.07
C -1.041 -3.951 -1.032 0.07 -0.23 -0.30
Cl -0.988 -2.585 -2.091 -0.04 0.04 0.02
C 0.073 -4.214 -0.230 -0.03 -0.16 -0.20
N 1.123 -3.304 -0.126 0.43 -0.17 -0.06
C 2.319 -3.480 -0.820 -0.45 0.05 0.10
C 2.461 -4.466 -1.798 0.01 -0.09 -0.01
C 3.655 -4.618 -2.486 0.06 0.07 0.05
C 4.726 -3.777 -2.219 -0.08 -0.06 -0.03
C 4.581 -2.800 -1.241 -0.03 0.07 0.01
C 3.403 -2.638 -0.524 0.16 0.00 -0.09
C 3.315 -1.628 0.583 0.12 0.05 0.07
C 2.409 -0.423 0.301 0.31 -0.06 0.05
O 2.930 0.632 -0.081 -0.14 -0.05 0.03
O 1.169 -0.605 0.538 0.08 0.33 0.18
H -0.972 -7.211 0.989 -0.01 0.00 0.00
H -2.983 -6.623 -0.353 0.00 -0.01 0.01
H -2.991 -4.517 -1.682 -0.01 0.01 0.01
H 0.879 -2.345 0.155 -0.06 -0.07 0.06
H 1.619 -5.110 -2.024 0.01 0.01 0.00
H 3.740 -5.391 -3.241 0.00 0.00 -0.01
H 5.660 -3.877 -2.758 0.00 -0.01 0.00
H 5.411 -2.140 -1.012 0.00 -0.01 0.01
H 4.309 -1.228 0.779 0.02 -0.03 0.02
H 2.947 -2.117 1.490 -0.05 0.01 -0.02
O -1.805 2.887 -2.389 -0.05 0.03 -0.19
S -2.341 3.753 -1.314 -0.05 -0.41 0.25
O -3.779 3.942 -1.427 -0.02 0.12 -0.10
O -1.571 4.986 -1.212 0.05 0.17 0.01
S -2.139 2.681 0.449 -0.01 0.04 -0.04

***

(2)
104
Properties=species:S:1:pos:R:3:forces:R:3 method="wB97M-V/def2-TZVPD" lumo_ev=1.75 total_charge=-1 homo_lumo_gap_ev=3.80 e_tot_ha=-2722.78698
O -2.119 -6.497 0.083 -0.25 0.60 -0.34
C -1.339 -5.460 -0.552 1.56 -0.07 -0.23
C 0.023 -5.247 0.221 -0.47 0.37 0.08
C -0.152 -4.388 1.516 -0.59 -0.71 0.54
C 1.061 -4.418 2.530 -1.02 0.51 -0.27
P 2.825 -4.325 1.764 0.83 0.07 1.25
H -1.735 -7.321 -0.228 0.02 -0.01 0.19
H -1.915 -4.508 -0.647 0.16 -0.82 0.42
H -1.105 -5.805 -1.597 -0.19 0.39 0.67
H 0.779 -4.741 -0.433 -0.60 -0.60 0.44
H 0.402 -6.257 0.516 -0.16 0.73 -0.39
H -0.462 -3.349 1.238 0.52 -0.75 0.13
H -1.038 -4.823 2.067 0.55 0.42 -0.53
H 0.945 -3.501 3.165 0.19 -0.81 -0.34
H 1.007 -5.302 3.216 0.02 0.43 -0.66
H 3.147 -3.164 2.585 -0.16 0.15 -0.42
H 3.343 -5.147 2.888 0.06 -0.30 0.25
H 2.649 -5.574 1.028 -0.41 -0.27 -0.45
H 2.381 -3.489 0.645 -0.38 0.17 -0.34
H 4.197 -4.263 1.234 0.38 0.00 -0.27
O 3.723 -1.549 4.287 -0.26 0.04 0.16
C 2.737 -0.893 4.137 0.43 -0.27 -0.27
O 1.627 -1.301 3.451 0.38 0.44 0.48
C 0.691 -0.219 3.382 -0.24 -0.10 -0.19
C 1.043 0.704 4.527 -0.07 0.42 0.21
C 2.544 0.523 4.635 -0.52 0.16 0.18
H 0.798 0.267 2.406 -0.03 -0.07 -0.03
H -0.323 -0.610 3.470 0.11 -0.17 -0.19
H 0.734 1.736 4.361 -0.10 -0.06 0.03
H 0.563 0.353 5.443 0.01 0.07 -0.06
H 3.085 1.205 3.975 0.11 -0.04 0.07
H 2.893 0.627 5.661 0.30 -0.01 -0.16
O -1.481 3.229 4.552 0.32 -0.08 0.27
C -2.119 2.532 5.289 -0.05 0.11 -0.56
O -1.562 1.712 6.216 -0.01 0.26 -0.08
C -2.588 0.937 6.853 -0.12 -0.31 0.24
C -3.866 1.725 6.646 -0.40 0.04 0.10
C -3.620 2.392 5.303 -0.21 -0.06 0.49
H -2.625 -0.047 6.380 0.02 0.05 -0.01
H -2.349 0.812 7.909 0.22 0.03 -0.12
H -4.763 1.105 6.673 0.09 -0.04 0.01
H -3.962 2.488 7.424 0.01 -0.07 -0.01
H -3.925 1.757 4.469 0.01 0.16 -0.11
H -4.103 3.364 5.239 0.09 -0.05 -0.34
O -1.157 -1.357 -0.142 0.15 -0.30 -0.05
C -0.792 -1.573 -1.263 -0.01 0.42 0.43
O 0.176 -2.468 -1.587 -0.28 0.15 0.14
C 0.440 -2.398 -2.995 0.08 -0.14 -0.09
C -0.806 -1.790 -3.608 0.28 -0.25 0.12
C -1.292 -0.874 -2.502 -0.07 -0.30 -0.51
H 1.325 -1.774 -3.150 -0.01 -0.02 0.04
H 0.641 -3.398 -3.378 0.09 -0.01 0.25
H -0.617 -1.289 -4.539 0.30 -0.06 0.06
H -1.548 -2.572 -3.790 0.06 0.03 -0.06
H -0.831 0.115 -2.559 -0.11 0.03 0.15
H -2.377 -0.792 -2.495 0.07 0.23 0.20
O -0.524 2.032 -0.577 0.21 0.15 -0.40
C 0.261 2.681 0.055 -0.26 -0.42 0.21
O 1.521 2.950 -0.365 -0.21 -0.05 -0.10
C 2.233 3.647 0.668 0.35 0.28 0.13
C 1.162 4.273 1.538 -0.09 0.20 0.33
C 0.029 3.268 1.425 0.17 0.50 0.01
H 2.844 2.925 1.217 -0.04 -0.02 -0.03
H 2.888 4.392 0.220 0.00 -0.22 -0.18
H 1.490 4.455 2.562 0.03 -0.04 -0.05
H 0.850 5.230 1.110 0.06 -0.04 0.02
H 0.112 2.474 2.170 -0.18 0.02 -0.04
H -0.946 3.746 1.485 -0.09 -0.34 0.09
O -2.349 -0.613 -5.442 -0.32 -0.03 -0.68
C -1.997 -0.825 -6.567 -0.31 0.53 0.47
O -1.032 -1.721 -6.898 -0.16 0.01 0.05
C -0.774 -1.653 -8.308 0.22 -0.13 -0.27
C -2.025 -1.048 -8.913 -0.20 0.11 -0.38
C -2.505 -0.127 -7.804 -0.08 -0.32 -0.48
H 0.110 -1.031 -8.470 -0.03 -0.01 0.03
H -0.575 -2.654 -8.690 0.07 0.00 0.24
H -1.842 -0.541 -9.860 0.07 -0.05 0.04
H -2.768 -1.830 -9.088 0.07 0.02 0.00
H -2.046 0.862 -7.867 -0.09 0.02 0.10
H -3.590 -0.044 -7.788 0.08 0.23 0.23
O -4.963 2.121 1.673 -0.30 0.40 0.01
C -4.840 2.500 0.543 0.18 -0.65 0.22
O -5.687 3.387 -0.046 -0.01 0.04 0.20
C -5.329 3.547 -1.426 -0.03 0.15 -0.31
C -3.877 3.124 -1.513 0.32 -0.03 -0.28
C -3.786 2.054 -0.439 0.14 0.47 -0.15
H -5.984 2.914 -2.031 0.01 0.00 0.04
H -5.473 4.587 -1.721 -0.17 -0.04 0.18
H -3.588 2.777 -2.505 -0.05 0.03 0.03
H -3.229 3.964 -1.249 -0.03 -0.04 -0.04
H -4.053 1.068 -0.824 0.09 -0.05 0.15
H -2.803 2.032 0.023 -0.10 -0.37 0.03
O 5.761 5.035 -2.024 -0.34 -0.12 0.07
C 5.841 3.875 -1.731 0.22 0.48 0.07
O 4.835 3.177 -1.151 0.17 0.22 -0.19
C 5.290 1.850 -0.831 -0.16 -0.46 0.18
C 6.469 1.603 -1.748 0.31 -0.27 -0.13
C 7.056 2.996 -1.900 -0.10 -0.52 -0.20
H 5.571 1.824 0.225 -0.01 0.03 -0.04
H 4.484 1.137 -0.998 -0.11 0.22 0.08
H 7.172 0.868 -1.357 -0.10 0.01 0.04
H 6.116 1.246 -2.719 -0.01 -0.01 0.08
H 7.772 3.226 -1.108 0.01 0.10 -0.08
H 7.509 3.141 -2.878 0.10 0.28 0.15

***

(3)
168
Properties=species:S:1:pos:R:3:forces:R:3 method="wB97M-V/def2-TZVPD" lumo_ev="-7.09 / -9.59" total_charge=+1 spin_multiplicity=2 s2=0.94 homo_lumo_gap_ev="5.24 / 2.74" e_tot_ha=-10351.26842
O 4.042 -0.971 0.759 -1.94 0.79 1.64
V 2.623 -0.439 1.420 0.83 -0.62 -1.45
O 2.571 -0.747 3.010 0.75 0.12 -0.26
C -1.244 -0.284 0.345 -2.35 -1.57 -0.88
F -2.132 0.269 -0.491 1.67 0.48 -0.28
F -2.104 -0.857 1.233 2.05 0.58 0.66
F -0.570 -1.290 -0.261 -0.38 0.93 0.34
S 0.035 0.991 0.978 -3.92 2.94 2.62
O -0.589 2.313 0.739 2.10 -3.42 -0.07
O 0.216 0.706 2.417 1.39 -0.88 -2.37
N 1.424 0.580 0.107 -1.31 -0.77 2.88
S 1.406 1.608 -1.129 0.67 2.73 -5.69
O 0.169 1.592 -1.898 1.30 -1.02 1.44
O 1.895 2.901 -0.749 0.34 -0.73 0.35
C 2.775 0.839 -2.337 -1.66 -0.11 3.92
F 2.885 1.613 -3.322 0.31 1.18 -1.94
F 3.887 0.795 -1.600 0.53 -0.08 -0.10
F 2.417 -0.378 -2.648 -0.12 -0.71 -0.54
O -2.775 -5.956 6.181 -0.71 -0.68 -3.65
S -2.899 -6.469 4.786 2.05 0.35 0.68
O -3.416 -7.788 4.524 -0.38 1.37 0.29
O -3.691 -5.439 3.725 0.62 0.14 1.06
C -3.251 -4.047 3.564 0.93 0.47 -0.94
C -4.319 -3.011 3.392 -2.46 0.27 0.87
C -1.158 -6.503 4.041 -1.73 0.87 0.88
H -2.772 -3.849 2.605 0.71 -1.54 -0.34
H -2.483 -3.743 4.275 -0.45 -0.37 0.47
H -4.746 -2.626 4.318 0.22 0.14 0.13
H -5.207 -3.356 2.862 -0.02 -0.87 0.02
H -4.105 -2.176 2.726 1.01 0.12 0.33
H -0.612 -7.125 4.751 0.05 0.03 -0.28
H -0.819 -5.467 4.048 0.22 -0.18 0.11
H -1.202 -6.869 3.016 -0.16 -0.22 0.28
O 0.501 -4.158 -5.066 -0.77 0.15 2.69
S 0.812 -4.089 -3.640 5.00 -1.21 -1.62
O 0.369 -3.175 -2.648 -1.75 0.35 0.27
O 0.826 -5.590 -2.922 -0.53 2.78 -0.13
C 0.619 -6.653 -3.787 -1.10 -3.18 -1.13
C 0.160 -7.883 -2.968 -0.11 -0.21 0.26
C 2.667 -3.781 -3.560 -0.89 -0.14 -0.55
H 1.475 -6.885 -4.421 0.41 0.20 0.30
H -0.200 -6.474 -4.483 0.04 0.41 0.02
H 0.710 -8.078 -2.047 0.12 0.59 0.17
H 0.238 -8.862 -3.440 0.20 0.33 -0.81
H -0.902 -7.799 -2.739 0.07 0.25 0.28
H 3.207 -4.140 -4.436 -0.37 -0.33 -0.01
H 3.074 -4.254 -2.666 -0.19 0.18 0.01
H 2.794 -2.699 -3.561 -0.16 -0.07 0.27
O -2.897 -4.998 -1.065 -1.13 1.37 -1.38
S -3.698 -4.120 -1.931 -0.69 -0.16 3.04
O -3.296 -3.840 -3.262 -0.31 -0.61 -0.68
O -5.279 -4.659 -1.869 3.13 0.68 -0.78
C -5.857 -4.948 -0.597 -1.30 0.61 0.84
C -7.163 -5.565 -0.946 -0.85 -1.73 -1.09
C -3.874 -2.484 -1.140 -0.21 -0.33 -0.07
H -6.065 -4.020 -0.064 0.21 0.38 -0.08
H -5.356 -5.571 0.144 0.91 -0.25 -0.78
H -7.874 -4.956 -1.503 -0.13 0.60 0.87
H -7.570 -6.183 -0.145 -0.38 0.71 0.30
H -7.034 -6.329 -1.713 0.70 -0.30 -0.07
H -4.599 -1.864 -1.666 -0.26 -0.46 -0.20
H -2.945 -1.920 -1.223 0.18 -0.63 0.19
H -4.205 -2.615 -0.110 0.24 0.02 -0.02
O -0.202 1.682 7.731 2.42 -1.30 -1.94
S 0.931 0.918 7.158 -2.33 -0.38 0.46
O 2.009 0.553 8.041 -0.65 0.20 -1.13
O 0.338 -0.529 6.546 0.10 0.75 -0.20
C -0.876 -0.483 5.688 0.09 2.03 1.49
C -1.004 -1.497 4.639 1.34 -0.93 -1.54
C 1.694 1.617 5.589 -0.32 -0.90 1.50
H -0.825 0.472 5.165 -0.24 0.24 0.08
H -1.764 -0.443 6.319 0.24 -0.05 0.30
H -0.236 -1.317 3.886 0.41 -0.09 -0.03
H -1.895 -1.295 4.044 -0.43 -0.22 0.46
H -0.884 -2.551 4.888 -0.38 0.16 0.43
H 2.464 0.871 5.396 0.20 0.23 0.13
H 2.115 2.568 5.915 -0.06 -0.01 -0.40
H 1.033 1.628 4.722 -0.29 0.37 0.41
O 4.218 3.299 3.647 -1.26 -0.76 -2.94
S 3.694 3.106 2.281 0.93 3.47 0.89
O 3.774 1.778 1.673 -1.88 -1.29 0.35
O 2.223 3.812 2.151 1.36 -4.50 -1.93
C 1.936 5.073 2.660 -0.12 1.35 1.62
C 0.650 4.852 3.437 0.95 0.17 0.87
C 4.468 4.184 1.050 0.89 -0.55 1.19
H 1.765 5.886 1.955 0.26 -0.60 -0.92
H 2.854 5.324 3.191 -0.55 0.67 0.92
H -0.084 4.376 2.786 -0.12 0.41 -0.02
H 0.335 5.786 3.902 -0.40 -0.08 -0.23
H 0.876 4.151 4.241 -0.17 -0.02 0.11
H 3.833 4.233 0.166 -0.15 0.24 0.40
H 5.469 3.859 0.767 -0.15 -0.48 0.10
H 4.653 5.074 1.650 -0.48 0.50 -0.53
O -2.930 8.045 -2.994 0.85 -0.35 -0.76
S -2.047 7.707 -4.075 0.36 -1.99 -1.66
O -0.953 8.540 -4.499 -1.02 0.16 0.19
O -1.304 6.268 -3.717 -1.52 0.62 -0.34
C -0.739 5.506 -4.821 0.31 0.85 -0.17
C 0.149 4.487 -4.237 1.37 -0.79 -0.28
C -3.059 7.174 -5.592 -0.32 0.67 0.43
H -0.134 6.174 -5.434 -0.17 0.21 -0.13
H -1.445 4.988 -5.470 -0.70 0.42 0.35
H 0.524 3.871 -5.054 -0.55 -0.54 -0.23
H -0.358 3.862 -3.501 0.33 0.10 0.08
H 1.114 4.909 -3.959 -0.28 0.28 1.05
H -3.820 7.913 -5.844 0.29 0.59 0.49
H -3.677 6.291 -5.428 0.55 -0.25 0.54
H -2.485 7.063 -6.512 0.52 -0.06 0.48
O -2.246 2.044 -4.151 -0.13 -0.99 -0.89
S -2.150 0.750 -4.777 1.99 -1.82 -1.17
O -2.968 0.254 -5.883 0.75 1.30 1.87
O -0.525 0.578 -5.306 -2.46 1.29 1.63
C -0.229 -0.146 -6.456 1.04 -0.66 -1.90
C 0.876 0.599 -7.163 0.44 0.71 -0.20
C -2.010 -0.531 -3.500 -0.79 0.74 -0.54
H -0.990 -0.207 -7.234 -0.75 -0.06 0.70
H 0.103 -1.157 -6.219 -0.21 -0.18 0.28
H 0.483 1.586 -7.405 0.13 0.16 0.03
H 1.176 0.166 -8.117 -0.11 -0.34 0.11
H 1.771 0.735 -6.556 0.00 -0.06 0.10
H -2.000 -1.483 -4.031 0.20 0.04 0.17
H -2.917 -0.451 -2.900 0.03 -0.03 -0.05
H -1.132 -0.314 -2.891 -0.07 -0.08 -0.29
O -6.947 3.024 5.190 1.06 -0.75 -1.37
S -5.610 3.132 4.667 2.07 2.02 -0.19
O -4.460 2.583 5.369 -1.41 -0.24 -0.85
O -5.468 2.657 3.021 -3.43 0.14 2.87
C -4.263 2.778 2.368 1.13 0.68 -1.27
C -4.355 2.033 1.013 0.65 -1.11 1.04
C -5.205 4.942 4.535 0.22 -0.49 -0.04
H -3.535 2.316 3.035 0.67 0.27 -0.40
H -4.062 3.827 2.152 0.32 0.22 0.38
H -3.565 2.211 0.284 0.10 0.77 0.31
H -5.306 2.075 0.482 -0.06 0.12 0.45
H -4.118 1.028 1.363 -0.66 -0.61 -0.61
H -5.663 5.540 5.324 -0.59 -0.49 -0.08
H -5.454 5.336 3.550 -0.13 -0.13 0.13
H -4.140 5.055 4.740 0.06 -0.36 -0.37
O 9.023 4.035 -2.320 -0.92 0.07 1.08
S 8.283 4.778 -1.323 1.33 1.40 0.11
O 8.156 6.226 -1.596 -0.37 -2.92 1.22
O 6.780 4.050 -1.092 5.12 1.62 3.39
C 6.043 3.939 -2.170 -5.15 0.21 -3.80
C 5.014 5.165 -2.370 0.47 -0.82 0.99
C 8.940 4.436 0.455 -0.84 1.18 -1.46
H 5.438 3.067 -1.925 -0.51 -0.12 -0.32
H 6.520 3.645 -3.104 0.63 0.37 0.08
H 4.011 4.809 -2.604 0.15 -0.18 -0.69
H 5.304 6.019 -2.983 0.23 -0.46 -0.26
H 4.831 5.589 -1.383 0.36 0.11 0.25
H 9.789 5.092 0.650 0.07 -0.02 -0.57
H 9.222 3.398 0.628 -0.46 0.10 -0.30
H 8.132 4.848 1.059 -0.06 -0.52 0.19
O 0.078 -3.817 2.473 3.39 0.48 -3.14
S 1.183 -3.746 1.476 0.28 -2.84 2.88
O 1.695 -2.451 1.015 -0.14 1.70 -0.36
O 2.539 -4.462 2.159 -2.73 1.77 0.98
C 3.786 -4.616 1.467 0.68 -0.79 -1.39
C 5.095 -4.292 2.286 -1.78 -0.07 -0.05
C 1.010 -4.882 0.034 0.50 0.43 0.90
H 3.703 -4.117 0.502 0.42 0.61 0.08
H 3.650 -5.661 1.188 1.18 -0.32 0.07
H 5.169 -3.224 2.489 -0.28 -0.01 0.26
H 6.053 -4.538 1.829 -0.46 -0.44 -0.52
H 4.995 -4.868 3.207 0.25 0.28 0.16
H 1.967 -4.797 -0.483 -0.37 0.69 -0.49
H 0.103 -4.696 -0.541 0.23 0.10 0.02
H 1.111 -5.900 0.411 -0.75 0.08 0.54